[1]
ORCA calculation (ωB97M-V/def2-TZVPD) on C12H34CdN6O3P as an isolated structure.

```
57
Properties=species:S:1:pos:R:3:forces:R:3:lowdin_charge:R:1
Cd -0.25845 -0.26491 -0.71653 -0.163 -0.525 -0.127 1.374
N -2.52209 -1.01270 -0.95627 -0.068 -0.061 0.120 -0.051
C -2.83675 -2.40097 -0.55256 0.089 0.073 -0.057 -0.263
C -2.66761 -3.38491 -1.69732 -0.004 0.002 -0.072 -0.205
C -1.25393 -3.64723 -2.23163 0.028 0.045 0.056 -0.189
C -0.64447 -2.60393 -3.17446 -0.065 0.074 0.049 -0.244
N 0.27256 -1.66212 -2.49247 0.150 0.112 0.123 -0.063
H -2.90756 -0.34793 -0.29030 0.005 0.002 0.007 0.073
H -2.99253 -0.80323 -1.83172 0.060 0.024 -0.042 0.089
H -3.85986 -2.47306 -0.18088 -0.046 -0.002 0.003 0.116
H -2.17483 -2.67563 0.27238 0.013 0.005 0.029 0.106
H -3.31297 -3.07610 -2.52864 0.004 -0.024 0.014 0.118
H -3.07316 -4.33624 -1.34895 0.001 -0.018 -0.018 0.117
H -1.29876 -4.58653 -2.78372 0.018 -0.017 0.016 0.113
H -0.56346 -3.82830 -1.39885 -0.019 -0.002 -0.008 0.115
H -1.43042 -2.02019 -3.65571 0.000 0.024 0.008 0.113
H -0.09694 -3.11310 -3.96806 -0.006 -0.020 -0.042 0.115
H 0.64706 -0.98067 -3.15047 -0.004 -0.042 -0.046 0.065
H 1.08974 -2.16590 -2.15793 -0.004 -0.019 0.003 0.076
N -0.07992 -0.20012 1.63881 0.014 0.293 -0.041 -0.045
C -0.63757 1.14348 1.98521 0.077 -0.190 0.019 -0.155
C -0.56636 2.11524 0.79343 -0.030 -0.119 -0.293 -0.680
O -0.05891 3.20792 0.94319 -0.164 0.071 0.014 0.045
O -1.08269 1.65178 -0.31051 0.101 0.382 0.288 -0.227
H -0.41687 -0.89775 2.29082 -0.054 -0.026 -0.026 0.082
H 0.92963 -0.17240 1.75105 0.020 -0.020 -0.034 0.067
H -0.12066 1.58336 2.83367 0.022 0.010 0.050 0.118
H -1.68887 1.01425 2.24000 -0.031 0.003 0.030 0.119
C 5.32319 1.43055 -2.19123 0.000 -0.030 0.002 -0.083
N 4.21191 0.56158 -1.82327 0.140 -0.002 -0.036 -0.307
C 4.46741 -0.86085 -2.00301 0.021 0.060 -0.016 -0.091
P 2.71558 1.16074 -1.52766 -0.404 -0.231 0.146 0.502
O 1.95751 0.14593 -0.69984 0.064 -0.027 -0.120 -0.410
N 1.95267 1.44131 -2.97345 0.089 0.108 -0.230 -0.308
C 0.69505 2.20258 -3.00241 0.122 -0.170 0.029 -0.106
C 2.67815 1.47033 -4.24362 -0.142 0.024 0.069 -0.092
N 2.79427 2.58118 -0.74742 0.051 0.227 0.197 -0.288
C 2.87947 3.88655 -1.38978 -0.010 -0.026 0.049 -0.084
C 2.98536 2.61527 0.70632 0.074 0.101 -0.094 -0.076
H 6.19318 1.20393 -1.57256 0.005 -0.022 0.008 0.093
H 5.06512 2.47599 -2.03726 -0.032 -0.007 0.011 0.071
H 5.60641 1.29814 -3.23962 -0.006 -0.006 -0.011 0.087
H 5.40431 -1.12401 -1.50951 0.008 0.000 0.012 0.091
H 4.55892 -1.13073 -3.06148 -0.012 0.014 0.001 0.084
H 3.67196 -1.44294 -1.54661 -0.040 0.012 0.007 0.063
H 0.26573 2.31003 -2.00534 0.060 0.057 -0.006 0.051
H -0.03575 1.68928 -3.63232 -0.015 -0.024 -0.070 0.083
H 0.85477 3.19720 -3.42582 -0.029 0.022 0.026 0.089
H 3.51733 0.78169 -4.23060 0.037 -0.020 0.031 0.064
H 3.04506 2.47429 -4.48221 0.009 0.005 -0.007 0.089
H 2.00497 1.16643 -5.04696 -0.014 -0.010 -0.003 0.088
H 2.77813 3.80039 -2.46942 0.020 -0.032 0.011 0.066
H 3.84362 4.35641 -1.17531 0.000 0.011 0.008 0.088
H 2.08653 4.53759 -1.01701 -0.021 -0.027 0.018 0.100
H 2.92696 1.61038 1.11687 0.020 -0.048 -0.033 0.072
H 2.20031 3.21927 1.16098 0.049 0.016 -0.026 0.072
H 3.96497 3.03495 0.94949 0.011 -0.011 0.003 0.090
```
Positions in Å, forces in eV/Å.

## Properties
DFT total energy	-41930.5336	eV
energy relative to the best compared isomer or geometry (same formula, charge and spin)	26.53	kJ/mol
spin multiplicity	1
lowest unoccupied orbital energy	-2.283	eV
total charge	+1

---

[2]
ORCA calculation (ωB97M-V/def2-TZVPD) on C27H36BiN7O3S2 as an isolated structure.

```
76
Properties=species:S:1:pos:R:3:forces:R:3:lowdin_charge:R:1
Bi -1.22544 -2.70711 -1.90911 -0.059 -0.046 0.010 1.633
C 3.52095 -0.16663 -1.33237 -0.001 -0.002 -0.001 0.073
C 3.28997 -1.52732 -0.79641 -0.010 -0.002 -0.016 -0.227
N 3.28786 -1.84098 0.50754 0.000 0.018 0.010 0.101
N 1.71682 -3.65304 1.15183 -0.031 -0.006 0.004 0.095
C 1.09100 -3.48916 -0.12756 -0.012 -0.001 0.011 -0.821
S -0.22579 -4.64940 -0.54736 0.053 -0.007 -0.029 0.572
N 3.02052 -2.57142 -1.55476 0.023 0.006 0.026 -0.058
N 2.74648 -2.56217 -2.92522 -0.019 0.005 -0.017 0.160
H 3.86341 0.50188 -0.54860 0.006 0.002 0.005 0.088
H 2.59918 0.23543 -1.76316 0.000 -0.001 0.004 0.111
H 4.27551 -0.20514 -2.12070 0.004 0.004 0.001 0.121
H 1.31334 -3.42843 2.04956 0.004 -0.009 0.000 0.152
H 2.70155 -1.60926 -3.26814 0.007 0.002 0.001 0.101
H 3.47997 -3.05664 -3.42673 0.003 -0.005 0.004 0.130
C -1.70431 3.70322 1.39647 -0.033 -0.028 0.026 -0.013
C -1.14031 3.70082 -0.03487 0.022 0.004 -0.023 -0.544
C -2.00291 4.60273 -0.91700 0.007 0.011 -0.079 -0.030
C 0.30584 4.22065 -0.03071 -0.020 -0.008 -0.002 -0.032
C -1.16133 2.26513 -0.52119 -0.019 0.022 0.008 -0.089
C -1.99991 1.82087 -1.52847 -0.007 -0.020 -0.002 0.073
C -2.02477 0.46983 -1.86925 -0.054 0.084 0.014 -0.065
N -1.25327 -0.43686 -1.27007 -0.046 0.029 0.045 -0.086
C -0.38423 -0.01932 -0.31766 0.021 -0.023 -0.026 -0.214
C -0.32387 1.29816 0.07218 -0.002 -0.026 0.006 0.079
C 0.54533 -1.05789 0.19054 -0.077 0.012 -0.050 -0.160
C 1.39362 -0.69364 1.34346 0.013 -0.010 0.007 0.073
C 2.69705 -0.96660 1.49092 -0.018 -0.036 -0.026 -0.142
C 3.01784 -3.33475 0.67821 0.032 0.008 0.000 -0.147
C 2.54437 -3.66389 -0.73561 0.006 -0.014 -0.012 -0.094
N 0.50964 -2.17034 -0.46746 0.008 0.091 0.038 -0.098
C 3.57644 -0.53107 2.63366 0.024 -0.004 0.016 -0.533
C 4.71906 0.33487 2.07884 -0.003 0.001 -0.011 -0.022
C 4.17385 -1.79030 3.28833 -0.005 0.007 -0.001 -0.016
C 2.78703 0.26211 3.67203 -0.002 0.009 0.005 -0.034
H -1.69124 4.72163 1.78435 0.003 0.003 -0.004 0.102
H -1.11384 3.08135 2.07539 0.009 0.001 -0.006 0.081
H -2.73786 3.35393 1.40668 -0.006 0.003 -0.017 0.098
H -1.97088 5.61748 -0.52115 -0.007 0.001 -0.002 0.102
H -3.04499 4.28082 -0.94554 0.001 0.006 0.060 0.071
H -1.62513 4.63701 -1.94171 0.015 0.005 0.006 0.104
H 0.30862 5.25846 0.30102 -0.002 -0.001 0.000 0.100
H 0.73785 4.19149 -1.03299 0.004 0.000 0.002 0.095
H 0.95551 3.66526 0.65045 0.000 0.000 0.007 0.071
H -2.69809 2.46735 -2.04579 -0.006 -0.009 -0.055 0.095
H -2.72350 0.13911 -2.63033 0.013 -0.036 0.009 0.121
H 0.38057 1.60404 0.83203 0.022 -0.008 -0.003 0.115
H 0.91626 -0.05585 2.07406 0.003 0.010 0.001 0.122
H 3.86729 -3.81116 1.15633 0.000 0.004 0.002 0.165
H 2.74963 -4.64870 -1.13892 -0.002 -0.002 0.002 0.172
H 5.29929 -0.19371 1.32021 -0.001 -0.001 -0.004 0.089
H 5.40236 0.58548 2.88984 -0.008 0.005 0.006 0.106
H 4.34368 1.27280 1.66389 0.001 -0.004 -0.004 0.093
H 4.85330 -2.31486 2.61538 -0.004 -0.003 -0.002 0.086
H 3.39825 -2.47792 3.63443 0.002 -0.001 0.003 0.096
H 4.75423 -1.49198 4.16071 0.003 0.004 -0.003 0.107
H 2.36027 1.17513 3.25117 0.003 -0.001 0.000 0.093
H 3.45763 0.56435 4.47509 -0.001 -0.008 0.003 0.106
H 1.98779 -0.33214 4.11930 -0.003 0.003 0.001 0.100
N -3.10940 -3.04755 -0.57149 -0.015 -0.079 0.070 -0.073
C -4.03356 -1.94164 -0.78762 -0.003 0.005 -0.040 -0.370
C -4.61830 -1.81534 -2.04318 -0.004 -0.038 0.020 -0.058
C -5.23809 -0.62028 -2.36330 0.025 0.034 0.020 -0.031
C -5.21623 0.43320 -1.45116 -0.045 0.020 -0.121 -0.232
C -4.75434 0.23648 -0.16111 0.029 -0.025 0.017 -0.030
C -4.14567 -0.96575 0.18059 0.009 0.034 0.011 -0.032
S -5.43775 2.11341 -2.08305 0.168 0.070 0.286 0.435
O -4.49016 2.05020 -3.19658 0.073 -0.022 -0.089 -0.346
O -6.81589 2.26692 -2.43127 -0.063 -0.033 -0.042 -0.275
O -4.93251 2.91971 -0.97711 -0.042 -0.027 -0.040 -0.348
H -3.52549 -3.95111 -0.80797 0.011 0.011 -0.046 0.124
H -2.83061 -3.11759 0.40672 0.005 0.002 -0.002 0.103
H -4.58096 -2.62886 -2.76310 0.005 0.002 0.001 0.119
H -5.65749 -0.46123 -3.34857 -0.005 0.008 0.002 0.139
H -4.79534 1.06333 0.53575 -0.003 0.002 0.001 0.123
H -3.71573 -1.10759 1.16739 0.000 -0.007 0.001 0.122
```
Positions in Å, forces in eV/Å.

## Properties
DFT total energy	-72650.0202	eV
energy relative to the best compared isomer or geometry (same formula, charge and spin)	273.75	kJ/mol
spin multiplicity	1
lowest unoccupied orbital energy	-7.902	eV
total charge	+2